(1)
This record from the OMol25 dataset describes a single C4H9NS molecule at a distorted geometry. The level of theory is the ωB97M-V functional and the def2-TZVPD basis.

Geometry (Å):
1 C 1.679 -0.427 -0.281
2 C 0.377 -0.022 -0.781
3 S 0.292 1.860 -0.433
4 C -0.652 -0.726 0.139
5 C -1.198 0.006 1.408
6 N -1.977 -0.308 0.273
7 H 2.028 -1.478 -0.613
8 H 2.518 0.269 -0.811
9 H 1.735 -0.340 0.883
10 H 0.210 -0.381 -1.780
11 H -0.018 2.165 -1.994
12 H -0.260 -1.815 0.095
13 H -0.916 1.170 1.630
14 H -1.481 -0.505 2.416
15 H -2.337 0.531 -0.151

energy above the lowest of the compared OMol25 structures with the same formula, charge and spin	84.5	kcal per mole
spin multiplicity	1
structure (SMILES)	C[C@H](S)[C@H]1CN1
DFT total energy	-610.619090	Eh
Kohn-Sham gap	9.5	eV
charge	0
E_LUMO	0.5	eV

=====

(2)
This record from the OMol25 dataset describes 2 unconnected molecules or ions with the total composition C5H10N at a distorted geometry. The level of theory is the ωB97M-V functional and the def2-TZVPD basis.

Geometry (Å):
1 C -3.751 -0.618 0.552
2 C -2.523 -1.070 0.797
3 C 1.981 1.142 -0.725
4 C 3.155 1.841 -0.630
5 C 0.309 -0.539 0.048
6 N 1.839 -0.247 -0.407
7 H -3.830 0.351 0.060
8 H -4.641 -1.089 0.855
9 H 0.955 1.601 -0.865
10 H -1.679 -0.470 0.408
11 H -2.317 -1.892 1.427
12 H 3.391 2.855 -0.939
13 H 3.957 1.131 -0.836
14 H 0.014 -1.275 -0.743
15 H 0.551 -0.995 0.954
16 H 2.591 -0.726 0.045

energy above the lowest of the compared OMol25 structures with the same formula, charge and spin	181.2	kcal per mole
spin multiplicity	1
DFT total energy	-250.716530	Eh
Kohn-Sham gap	4.9	eV
charge	+1
E_LUMO	-8.6	eV

=====

(3)
This record from the OMol25 dataset describes a single C5H5NO2 molecule at a distorted geometry. The level of theory is the ωB97M-V functional and the def2-TZVPD basis.

Geometry (Å):
1 C -0.951 0.883 -0.655
2 C -0.331 -0.336 -1.300
3 C 0.557 -0.879 0.177
4 C -0.634 0.318 0.694
5 C 1.755 -0.159 0.206
6 O 0.275 -2.093 0.214
7 N -1.177 0.401 1.795
8 O -0.432 -0.824 -2.370
9 H -1.093 -0.393 2.431
10 H -2.017 1.017 -0.852
11 H -0.412 1.808 -0.875
12 H 1.779 0.913 0.062
13 H 2.682 -0.657 0.474

energy above the lowest of the compared OMol25 structures with the same formula, charge and spin	130.2	kcal per mole
spin multiplicity	1
DFT total energy	-398.571050	Eh
Kohn-Sham gap (spin up / spin down)	7.6 / 7.0	eV
charge	0
E_LUMO (spin up / spin down)	-1.1 / -1.5	eV